1.
C3H11N3O2 | ωB97M-V with the def2-TZVPD basis set

```
19
Properties=species:S:1:pos:R:3:lowdin_charge:R:1
C -1.100 0.361 2.082 -0.049
C 1.602 -0.266 1.560 -0.038
O -1.623 -0.802 2.284 -0.038
H -1.710 -1.144 3.201 0.126
H 0.576 0.181 1.552 -0.059
H -0.845 0.895 3.019 0.034
H 1.769 -0.846 2.460 0.025
H 1.669 -0.902 0.686 0.026
H 2.322 0.541 1.495 0.026
C -0.517 -0.366 -1.886 -0.593
N 0.624 1.664 -2.210 0.049
N -0.975 -1.203 -0.916 0.147
O 0.059 0.742 -1.278 -0.118
N -0.589 -0.618 -3.115 0.118
H 0.092 2.527 -2.105 0.092
H 1.573 1.828 -1.878 0.089
H -1.165 -0.771 -0.023 0.037
H -1.622 -1.904 -1.234 0.101
H -0.140 0.085 -3.692 0.028
```

Summary:
E_HOMO = -8.73 eV
HOMO-LUMO gap = 9.0 eV
ΔE to the lowest compared entry with this formula, charge and spin = 572.7 kJ/mol

2.
C26H26F30N8O21S10 | ωB97M-V with the def2-TZVPD basis set

```
121
Properties=species:S:1:pos:R:3:lowdin_charge:R:1
C -3.430 1.619 -0.780 -0.005
C -2.149 0.834 -0.389 -0.269
C -0.838 1.447 -0.882 -0.163
O -0.244 2.388 0.022 -0.162
C 1.042 2.848 -0.314 -0.079
N -2.107 0.440 1.076 0.236
H -1.571 1.151 1.553 0.118
H -3.073 0.477 1.366 0.067
H -1.623 -0.403 1.350 0.060
H -3.440 1.938 -1.822 0.092
H -3.535 2.452 -0.084 0.077
H -4.313 0.996 -0.635 0.070
H -2.234 -0.151 -0.849 0.121
H -0.953 1.787 -1.911 0.131
H -0.231 0.549 -0.991 0.104
H 1.821 2.157 0.005 0.059
H 1.249 3.820 0.135 0.099
H 1.151 2.981 -1.390 0.088
C 2.424 -0.390 0.064 -0.002
N 3.235 -1.599 0.034 -0.077
C 4.472 -1.570 -0.553 0.040
C 5.284 -2.766 -0.556 0.056
C 4.878 -3.901 0.221 -0.153
C 3.662 -3.840 0.856 0.029
C 2.857 -2.680 0.773 0.022
C 5.752 -5.140 0.291 -0.197
C 7.124 -5.029 0.591 -0.002
C 7.890 -6.209 0.757 -0.075
N 7.318 -7.428 0.676 -0.175
C 6.031 -7.554 0.351 -0.070
C 5.232 -6.442 0.081 -0.007
C 8.151 -8.618 0.916 -0.021
H 2.528 0.044 -0.930 0.065
H 2.801 0.265 0.849 0.115
H 1.386 -0.658 0.260 0.072
H 4.641 -0.700 -1.170 0.111
H 6.250 -2.702 -1.036 0.113
H 3.209 -4.615 1.457 0.127
H 2.017 -2.546 1.439 0.103
H 7.449 -4.038 0.868 0.113
H 8.839 -6.254 1.271 0.107
H 5.652 -8.557 0.219 0.118
H 4.172 -6.490 -0.119 0.114
H 8.979 -8.669 0.209 0.089
H 7.672 -9.596 0.870 0.089
H 8.524 -8.453 1.927 0.089
C -1.037 11.784 1.468 -0.600
F -2.264 11.280 1.688 0.128
F -0.967 12.422 0.272 0.092
F -0.607 12.689 2.381 0.097
S 0.307 10.425 1.436 0.678
O 1.289 10.971 0.507 -0.332
O 0.798 10.260 2.791 -0.302
N -0.414 9.140 0.555 -0.288
S -0.580 8.135 1.619 0.474
O 0.702 7.691 2.234 -0.350
O -1.613 8.417 2.573 -0.316
C -1.139 6.589 0.581 -0.621
F -0.192 6.357 -0.345 0.118
F -1.242 5.590 1.463 0.116
F -2.335 6.866 0.030 0.113
C 0.148 -0.443 4.019 -0.604
F -0.068 -0.342 5.327 0.160
F -0.044 0.744 3.440 0.139
F 1.443 -0.854 3.781 0.071
S -0.937 -1.872 3.310 0.723
O -0.432 -2.999 4.115 -0.303
O -2.360 -1.562 3.517 -0.279
N -0.438 -1.873 1.620 -0.315
S -0.782 -3.355 1.289 0.524
O 0.260 -4.315 1.604 -0.320
O -2.124 -3.753 1.611 -0.281
C -0.888 -3.316 -0.688 -0.572
F 0.288 -2.758 -1.132 0.075
F -1.186 -4.539 -1.195 0.134
F -1.862 -2.475 -0.974 0.131
C -3.627 3.366 3.111 -0.619
F -3.403 4.317 4.034 0.135
F -4.605 3.804 2.272 0.100
F -2.537 3.259 2.335 0.115
S -4.178 1.778 3.974 0.709
O -2.952 1.332 4.629 -0.312
O -5.361 2.074 4.831 -0.299
N -4.540 0.841 2.585 -0.320
S -5.371 -0.280 3.190 0.558
O -4.868 -0.927 4.397 -0.333
O -6.824 0.017 3.228 -0.340
C -5.246 -1.807 1.927 -0.658
F -6.413 -2.069 1.375 0.159
F -4.463 -1.447 0.969 0.145
F -4.751 -2.835 2.640 0.122
C -7.609 -4.958 -6.235 -0.593
F -6.340 -5.258 -6.676 0.073
F -8.083 -3.990 -6.961 0.170
F -8.361 -6.132 -6.339 0.065
S -7.504 -4.531 -4.343 0.723
O -8.863 -4.067 -4.034 -0.339
O -7.185 -5.793 -3.631 -0.333
N -6.205 -3.291 -4.225 -0.301
S -6.856 -2.301 -3.257 0.535
O -8.003 -1.501 -3.757 -0.364
O -7.030 -2.732 -1.862 -0.333
C -5.419 -0.912 -3.148 -0.720
F -5.077 -0.518 -4.309 0.179
F -5.901 0.153 -2.467 0.104
F -4.404 -1.364 -2.483 0.150
C 6.028 2.592 -0.210 -0.714
F 7.190 3.221 -0.116 0.141
F 6.251 1.351 -0.071 0.188
F 5.196 3.189 0.673 0.113
S 5.262 3.004 -1.911 0.687
O 4.570 4.239 -1.676 -0.287
O 6.447 3.100 -2.741 -0.307
N 4.086 1.705 -2.219 -0.299
S 4.018 1.641 -3.746 0.456
O 3.807 2.880 -4.442 -0.306
O 5.064 0.858 -4.298 -0.312
C 2.354 0.660 -4.016 -0.677
F 2.467 -0.473 -3.303 0.089
F 1.347 1.351 -3.431 0.106
F 2.217 0.359 -5.238 0.213
```

Summary:
E_HOMO (spin up / spin down) = -3.00 / -3.66 eV
HOMO-LUMO gap (spin up / spin down) = 5.9 / 6.1 eV
Spin multiplicity = 2
Charge = -3

3.
C6H11NO3 | ωB97M-V with the def2-TZVPD basis set

```
21
Properties=species:S:1:pos:R:3:lowdin_charge:R:1
N -0.805 -0.950 1.445 0.045
C -0.004 0.006 0.763 -0.388
C 0.661 0.939 1.702 -0.461
O 0.774 1.004 2.858 0.182
O 1.107 1.984 0.837 -0.007
C -0.968 0.719 -0.200 -0.138
C -0.521 0.386 -1.687 -0.162
C 0.894 -0.274 -1.572 -0.178
C 0.824 -1.037 -0.331 -0.260
O 0.001 -2.306 -0.347 -0.125
H -1.771 -0.876 1.697 0.119
H -0.423 -1.051 2.377 0.110
H 1.001 1.511 -0.188 0.165
H -1.040 1.952 -0.030 0.177
H -1.957 0.563 0.139 0.087
H -0.894 1.362 -2.221 0.127
H -1.287 -0.350 -2.283 0.148
H 1.059 -0.941 -2.368 0.107
H 1.544 0.611 -1.568 0.118
H 1.946 -1.059 0.193 0.191
H -0.139 -2.193 0.781 0.141
```

Summary:
E_HOMO = -9.97 eV
HOMO-LUMO gap = 10.6 eV
SMILES = N[C@]1(C(=O)O)CCC[C@@H]1O
ΔE to the lowest compared entry with this formula, charge and spin = 530.1 kJ/mol

4.
C2H4Cl3PS | ωB97M-V with the def2-TZVPD basis set

```
11
Properties=species:S:1:pos:R:3:lowdin_charge:R:1
S -0.489 -1.257 2.337 0.275
P -1.802 -1.630 0.709 -0.280
Cl -3.345 -0.479 1.259 0.122
Cl -2.527 -3.468 1.164 0.098
H 0.541 -1.811 1.703 -0.201
C 0.629 1.182 -1.442 -0.074
C 1.792 1.726 -1.143 -0.653
Cl 2.603 1.412 0.343 0.582
H 0.125 0.509 -0.770 0.021
H 0.147 1.403 -2.377 0.056
H 2.326 2.412 -1.782 0.054
```

Summary:
E_HOMO = -9.63 eV
HOMO-LUMO gap = 10.2 eV
SMILES = SP(Cl)Cl.C=CCl
ΔE to the lowest compared entry with this formula, charge and spin = 0.0 kJ/mol

5.
C6H24FO6V | ωB97M-V with the def2-TZVPD basis set

```
38
Properties=species:S:1:pos:R:3:lowdin_charge:R:1
V -11.508 23.366 -15.559 1.483
F -11.197 21.325 -17.588 -0.629
C -8.279 18.644 -21.040 -0.065
O -8.829 19.912 -20.786 0.051
H -7.457 18.383 -20.373 0.116
H -9.073 17.907 -20.915 0.110
H -7.885 18.640 -22.056 0.101
H -9.341 19.911 -19.974 0.100
C -12.869 20.067 -13.158 -0.122
O -13.260 21.246 -13.874 -0.159
H -12.862 20.145 -12.071 0.090
H -13.661 19.351 -13.380 0.090
H -11.952 19.611 -13.531 0.087
H -14.217 21.277 -13.806 0.083
C -9.736 25.232 -19.024 -0.153
O -9.738 25.118 -17.617 -0.136
H -8.756 25.105 -19.485 0.098
H -10.403 24.495 -19.472 0.072
H -10.218 26.119 -19.435 0.086
H -9.193 25.868 -17.368 0.088
C -13.554 22.337 -21.766 -0.043
O -14.376 22.861 -20.774 0.095
H -13.136 21.415 -21.362 0.121
H -14.053 22.159 -22.718 0.141
H -12.751 23.041 -21.984 0.134
H -14.687 23.692 -21.141 0.133
C -11.213 16.775 -17.168 -0.143
O -12.101 17.650 -17.892 -0.139
H -11.616 16.732 -16.156 0.073
H -11.100 15.796 -17.632 0.082
H -10.203 17.182 -17.130 0.068
H -11.824 18.546 -17.687 0.038
C -15.026 25.561 -17.068 -0.131
O -14.149 24.458 -17.205 -0.154
H -15.997 25.194 -17.400 0.092
H -15.152 25.806 -16.014 0.090
H -14.711 26.416 -17.666 0.089
H -14.400 24.055 -18.039 0.063
```

Summary:
E_HOMO (spin up / spin down) = -14.16 / -14.16 eV
HOMO-LUMO gap (spin up / spin down) = 4.6 / 1.9 eV
Spin multiplicity = 5
Charge = +2
ΔE to the lowest compared entry with this formula, charge and spin = 778.9 kJ/mol

6.
C6H22N2O3 | ωB97M-V with the def2-TZVPD basis set

```
33
Properties=species:S:1:pos:R:3:lowdin_charge:R:1
C 0.654 2.454 -0.508 -0.156
N 0.334 1.233 0.240 -0.129
C -0.979 0.538 0.278 -0.166
C -0.807 -0.987 -0.059 -0.364
N -2.030 -1.660 0.393 -0.001
C -0.273 -1.494 -1.447 -0.389
C -0.398 -2.991 -1.418 -0.105
C 1.133 -1.065 -1.873 -0.065
H -0.164 2.918 -1.262 0.112
H 1.574 2.225 -1.149 0.087
H 1.017 3.422 0.077 0.082
H 0.998 0.548 0.105 0.022
H -1.913 0.956 -0.247 0.132
H -1.223 0.604 1.343 0.093
H 0.126 -1.351 0.584 0.171
H -2.534 -2.346 -0.143 0.049
H -1.859 -2.148 1.407 0.159
H -1.013 -1.114 -2.243 0.157
H -0.196 -3.452 -2.551 0.153
H -1.252 -3.286 -0.920 0.013
H 0.358 -3.454 -0.827 0.065
H 1.912 -1.453 -1.157 0.111
H 1.132 -0.084 -1.832 -0.008
H 1.619 -1.361 -2.783 0.080
O -4.210 1.270 1.649 -0.022
H -3.341 1.493 1.630 -0.059
H -4.559 1.712 0.856 0.053
O 2.539 2.525 1.926 -0.135
H 1.579 2.349 1.611 0.041
H 2.361 3.163 2.708 0.107
O 2.988 -0.069 1.669 -0.092
H 3.860 0.146 2.112 0.069
H 2.568 0.759 1.832 -0.064
```

Summary:
E_HOMO = -8.84 eV
HOMO-LUMO gap = 9.4 eV
SMILES = CNC[C@@H](N)C(C)C.O.O.O
ΔE to the lowest compared entry with this formula, charge and spin = 360.9 kJ/mol

no.,largest force on an atom (eV/A)
1,1.19
2,8.30
3,5.45
4,1.20
5,3.23
6,5.04